(1)
{
  "formula": "C49H62N4O3P2PdSSb",
  "method": "ωB97M-V/def2-TZVPD",
  "elements": ["H", "H", "C", "C", "C", "C", "H", "Pd", "C", "H", "C", "P", "H", "H", "C", "C", "H", "H", "H", "H", "C", "H", "H", "H", "H", "H", "C", "H", "H", "H", "O", "C", "H", "H", "C", "H", "C", "H", "N", "C", "H", "H", "H", "C", "H", "N", "C", "H", "H", "H", "C", "C", "H", "H", "C", "H", "C", "O", "H", "C", "C", "C", "C", "H", "C", "H", "C", "H", "C", "C", "C", "H", "H", "H", "H", "C", "C", "C", "C", "H", "H", "C", "C", "H", "C", "H", "H", "C", "C", "H", "C", "C", "H", "H", "H", "N", "O", "C", "H", "H", "C", "C", "H", "C", "C", "N", "H", "C", "H", "H", "C", "C", "H", "H", "H", "H", "P", "H", "Sb", "S", "H", "H", "C"],
  "xyz": [[2.72, -2.01, -1.37], [-0.58, -4.42, -1.65], [3.90, -1.18, -2.96], [-0.39, 2.76, -0.71], [-2.54, -0.69, -3.55], [4.09, -2.61, 4.51], [-7.34, -0.10, -11.71], [-0.10, 0.01, 1.63], [-1.62, -2.78, -2.58], [2.27, -3.95, 3.01], [-5.77, -0.50, -8.91], [-1.59, 1.54, 2.65], [2.02, -1.79, 5.96], [-4.44, -2.36, 1.86], [-4.66, -1.53, -7.04], [2.78, -2.08, 3.93], [4.05, -2.12, -3.48], [-1.71, 0.92, 5.02], [0.25, 3.23, 0.03], [1.48, -3.26, 5.17], [-1.80, -1.77, 4.38], [3.50, 2.20, -1.13], [-5.60, -2.63, -8.62], [6.09, 1.80, 1.60], [5.35, -1.82, 1.98], [4.40, 1.76, 1.08], [-1.83, -1.40, -2.52], [-2.00, 3.28, 1.01], [0.55, 0.60, 5.11], [-0.87, -3.66, 2.05], [-6.42, -0.73, -10.02], [-0.31, -2.56, -0.60], [0.33, -2.99, 0.16], [5.91, -0.75, 4.30], [5.98, 0.17, 3.72], [-4.32, 2.59, 1.92], [-0.92, 3.52, -1.76], [4.64, -0.85, 0.69], [-0.56, -1.26, -0.49], [-6.90, 0.37, -10.85], [3.91, -3.63, 4.86], [-2.14, -3.14, 0.92], [6.32, -0.61, 1.16], [5.06, 1.65, 1.94], [1.76, 0.36, 6.37], [-0.60, 1.47, -0.56], [1.70, -2.20, 5.01], [4.21, 1.08, 5.99], [-6.05, 0.99, -11.15], [3.40, 2.60, 6.30], [-1.68, 3.24, 2.05], [-1.26, -0.67, -1.47], [-0.72, 3.74, 2.16], [4.43, -2.04, 5.37], [-4.79, 0.91, -7.24], [1.42, -2.57, 2.28], [3.17, -1.11, -1.79], [5.41, 0.87, -5.56], [-5.82, 1.67, -8.93], [-0.82, -3.37, -1.63], [-3.20, -0.61, 2.15], [-3.16, 0.78, 2.16], [3.02, 0.11, -1.12], [-2.84, -2.03, 4.58], [5.32, -0.83, 1.54], [-4.33, -2.40, -6.50], [5.29, -0.20, -4.74], [-7.64, 0.94, -10.29], [2.00, 2.74, 3.87], [-4.39, -1.28, 1.87], [4.31, 1.19, -2.84], [1.00, 1.93, 6.19], [-1.52, -0.91, 4.99], [4.46, 2.47, 4.91], [-3.44, 1.96, -5.03], [2.38, -2.91, 2.71], [1.39, 1.07, 5.63], [-2.55, 0.70, -3.57], [-4.32, 1.50, 1.90], [-0.71, 4.58, -1.83], [3.12, -2.87, 1.91], [4.47, -0.03, -3.50], [-3.62, -0.15, -5.31], [6.98, 0.18, 3.28], [3.72, 1.93, 5.50], [-4.59, 1.90, -6.86], [4.89, -2.66, 3.78], [-1.29, 0.81, -1.51], [-5.51, 0.83, 1.62], [1.75, 3.56, 4.55], [-5.54, -0.55, 1.60], [4.97, 0.26, 2.57], [-1.17, -2.61, 4.66], [0.78, -1.70, 4.72], [-2.13, 3.44, -3.50], [-3.18, -1.21, -4.61], [5.82, -1.23, -5.01], [2.49, 1.55, 4.69], [-6.41, 1.40, 1.41], [-2.56, -3.65, 2.57], [-5.49, 0.80, -8.40], [3.60, 1.26, -1.66], [-2.75, 2.28, 4.58], [-5.35, -1.66, -8.20], [-4.36, -0.24, -6.53], [-3.24, 1.03, -4.70], [4.85, 1.59, -5.26], [-1.82, -3.14, 1.96], [-6.46, -1.07, 1.39], [5.93, 1.02, 4.40], [-1.88, 1.50, -2.59], [-1.77, 1.83, 4.44], [-2.04, -3.36, -3.39], [4.78, 2.09, -3.23], [4.85, 2.44, 2.66], [1.11, 2.50, 3.29], [-1.67, -1.46, 2.60], [-1.00, 2.51, 4.79], [2.90, -0.02, 3.22], [2.17, 0.15, 0.40], [-2.41, 3.77, 2.67], [2.76, 3.11, 3.18], [-1.70, 2.88, -2.69]],
  "lowdin_charge": [0.105, 0.123, 0.025, -0.181, -0.186, -0.078, 0.100, 0.360, 0.045, 0.108, -0.272, 0.869, 0.087, 0.116, -0.009, -0.665, 0.138, 0.022, 0.103, 0.110, -0.203, 0.109, 0.129, 0.111, 0.072, 0.038, -0.060, 0.043, 0.038, 0.057, -0.048, -0.192, 0.094, 0.063, -0.082, 0.115, -0.025, 0.035, 0.040, -0.010, 0.116, 0.050, 0.111, -0.109, 0.086, 0.052, -0.114, 0.094, 0.098, 0.118, -0.216, -0.139, 0.056, 0.091, -0.023, 0.028, -0.078, 0.146, 0.109, -0.022, -0.380, -0.376, -0.615, 0.084, -0.101, 0.113, -0.464, 0.100, -0.117, -0.047, 0.006, 0.107, 0.021, 0.079, 0.155, -0.126, -0.115, -0.135, -0.047, 0.122, 0.079, -0.095, -0.227, 0.109, -0.072, 0.106, 0.072, -0.143, -0.019, 0.111, -0.019, -0.682, 0.054, 0.028, 0.127, 0.191, 0.168, -0.657, 0.128, 0.078, 0.000, -0.080, 0.080, 0.022, -0.161, 0.192, 0.103, -0.211, 0.129, 0.065, -0.063, -0.208, 0.135, 0.131, 0.067, 0.029, 0.878, 0.052, 1.725, 0.641, 0.074, 0.079, 0.025],
  "homo_lumo_gap_ev": 2.450,
  "lumo_ha": -0.37384,
  "total_charge": 3
}


(2)
{
  "formula": "C13H33BBeClF7KN2O13PS",
  "method": "ωB97M-V/def2-TZVPD",
  "elements": ["H", "H", "H", "H", "C", "H", "C", "O", "H", "F", "H", "C", "F", "H", "O", "C", "C", "H", "P", "F", "H", "F", "H", "H", "F", "H", "H", "H", "H", "C", "O", "C", "H", "O", "K", "O", "C", "C", "H", "C", "H", "Be", "O", "H", "O", "F", "S", "Cl", "H", "H", "F", "O", "H", "O", "H", "H", "H", "C", "H", "O", "H", "N", "B", "C", "H", "H", "N", "C", "H", "H", "O", "O", "O", "H"],
  "xyz": [[-5.41, -3.25, 4.40], [-3.85, 2.32, 0.03], [2.17, 1.69, -2.81], [-6.19, -4.37, 0.67], [3.84, 2.01, -0.99], [2.00, 3.52, -2.65], [-0.07, -0.49, -0.60], [2.47, 2.42, -0.82], [3.18, -1.23, 4.55], [0.52, 5.53, -2.46], [0.98, -0.19, -1.01], [-5.02, -3.45, 2.27], [1.11, 7.76, -2.07], [4.40, 2.28, -0.02], [-1.27, 0.30, 4.04], [0.16, 2.30, -1.89], [-4.75, -3.79, 3.73], [4.82, -2.60, -2.72], [-1.38, 0.09, -1.83], [-2.17, 3.52, -0.20], [0.00, -1.64, -0.48], [2.71, 6.07, -1.81], [3.09, 8.32, -4.14], [-7.06, -4.16, 2.19], [6.37, 0.28, -5.19], [-1.44, -0.66, -3.08], [4.66, -2.92, -1.10], [2.37, -1.09, 2.96], [-0.12, 0.03, 0.43], [3.12, -0.67, 3.62], [-3.87, -6.26, 4.11], [-2.62, 1.49, -1.66], [-4.79, -6.15, 1.64], [5.19, -2.44, -1.79], [0.86, 0.21, -4.44], [3.53, 8.87, -4.80], [1.78, 2.54, -2.10], [-2.73, 2.18, -0.20], [6.16, -2.69, -1.75], [-5.65, -5.80, 2.22], [5.13, 0.17, -1.22], [6.10, -1.89, -3.78], [-1.39, -2.03, 4.43], [3.64, 0.16, -2.31], [0.25, -1.16, 2.96], [-3.94, -1.91, -2.07], [-5.11, -5.54, 3.90], [-0.50, -0.92, 4.18], [3.42, -0.19, -0.45], [2.92, 0.39, 3.82], [1.95, 6.65, -3.95], [-2.63, -1.01, -1.23], [-3.66, 1.02, -1.85], [-6.24, -5.69, 4.78], [-2.23, 1.60, 0.65], [-0.01, 2.29, -0.77], [-5.34, -2.41, 2.16], [-6.09, -4.42, 1.75], [-3.71, -3.61, 4.00], [0.42, -0.78, 5.28], [4.36, 8.41, -4.96], [-2.42, -1.51, 1.30], [1.57, 6.50, -2.57], [4.00, 0.41, -1.24], [-2.55, 2.31, -2.47], [-0.33, 3.23, -2.38], [4.43, -0.75, 2.92], [-2.63, -1.16, 0.15], [-4.11, -3.57, 1.68], [-6.45, -6.53, 2.20], [4.52, -0.16, 1.85], [-0.17, 1.07, -2.60], [5.31, -1.39, 3.46], [4.39, 2.55, -1.84]],
  "lowdin_charge": [0.111, 0.142, 0.074, 0.114, -0.211, 0.146, -0.119, -0.158, 0.102, 0.046, 0.072, -0.237, 0.069, 0.141, -0.299, -0.172, -0.214, -0.023, 0.879, -0.083, 0.101, 0.055, 0.007, 0.122, -0.735, 0.097, 0.160, 0.066, 0.098, 0.034, -0.324, -0.181, 0.107, 0.028, 0.944, -0.073, -0.139, -0.154, 0.084, -0.237, 0.079, 0.657, -0.284, 0.046, -0.375, -0.103, 0.669, 0.660, 0.063, 0.115, 0.053, -0.268, 0.118, -0.317, 0.120, 0.135, 0.111, -0.225, 0.094, -0.280, 0.027, 0.301, -1.132, -0.115, 0.138, 0.142, -0.436, -0.208, 0.093, 0.109, 0.023, -0.665, 0.070, 0.144],
  "homo_lumo_gap_ev": 1.404,
  "lumo_ha": -0.29582,
  "total_charge": 0
}


(3)
{
  "formula": "C9H18N2O",
  "method": "ωB97M-V/def2-TZVPD",
  "elements": ["H", "H", "H", "H", "C", "C", "H", "C", "H", "H", "H", "C", "H", "H", "C", "N", "O", "H", "H", "N", "C", "H", "C", "H", "H", "H", "C", "H", "C", "H"],
  "xyz": [[-0.69, 2.59, 0.57], [1.59, -0.25, 2.25], [-2.90, -0.24, 0.76], [-1.80, 0.49, 2.03], [-2.17, 0.65, 0.99], [2.06, -0.84, 1.25], [-1.98, 0.22, -1.67], [-1.50, 1.13, -1.21], [2.01, 2.64, 0.56], [-2.60, 1.62, -1.16], [2.63, 0.84, -1.11], [1.62, 0.73, -0.68], [-0.78, 1.54, -1.90], [0.35, 1.51, 1.61], [0.04, 1.82, 0.65], [-0.80, -1.97, 0.27], [-1.99, -1.91, -0.27], [0.90, 0.48, -1.73], [1.13, -1.57, -2.02], [-0.29, -0.59, 0.17], [1.20, -0.52, -0.02], [0.99, 2.77, -1.03], [1.48, -1.62, -0.94], [-2.92, 1.47, 1.02], [3.27, -0.20, 0.84], [2.66, -1.40, -0.63], [1.28, 2.11, -0.17], [2.45, -2.01, 1.71], [-0.94, 0.76, 0.06], [0.94, -2.67, -0.69]],
  "lowdin_charge": [0.115, 0.106, 0.105, 0.089, -0.076, -0.071, 0.103, -0.070, 0.147, 0.142, 0.122, -0.206, 0.063, 0.093, -0.144, 0.083, -0.120, 0.181, 0.099, -0.023, -0.696, 0.125, -0.101, 0.088, 0.175, 0.121, -0.174, 0.150, -0.550, 0.124],
  "homo_lumo_gap_ev": 8.999,
  "lumo_ha": 0.00092,
  "total_charge": 0,
  "relative_energy_kcal_mol": 197.0
}